Below is a 9-piece molecular cluster, C32H78NO28S8 overall in a non-equilibrium geometry, with properties calculated with wB97M-V/def2-TZVPD.

Output
E_LUMO	1.71	eV
highest occupied orbital energy	-4.21	eV
net charge	-1
HOMO-LUMO gap	5.924	eV
calculated total energy	-6612.8291	a.u.
F_max	1.940	eV/A

Each line ends with the Mulliken charge.
Cartesian coordinates (Å):
C (2.845, -1.848, -0.984)  -0.792
C (1.879, -2.358, -2.030)  -0.293
O (0.964, -1.397, -2.515)  -0.422
C (-0.092, -1.210, -1.611)  -0.437
N (-1.059, -0.323, -2.205)  0.219
C (-0.432, 0.876, -2.787)  -0.832
C (0.504, 1.624, -1.815)  0.704
O (-0.029, 1.982, -0.734)  -0.739
O (1.681, 1.819, -2.180)  -0.790
C (-2.108, 0.042, -1.286)  -1.439
C (-3.294, -0.958, -1.311)  0.823
C (-3.119, -2.343, -0.469)  -1.290
O (-3.093, -2.040, -2.034)  -0.305
H (3.408, -2.710, -0.645)  0.235
H (3.568, -1.162, -1.408)  0.281
H (2.321, -1.399, -0.150)  0.339
H (2.461, -2.675, -2.894)  0.343
H (1.338, -3.242, -1.677)  0.189
H (-0.561, -2.188, -1.471)  0.127
H (0.258, -0.844, -0.634)  0.308
H (-1.233, 1.569, -3.037)  0.523
H (0.089, 0.653, -3.709)  0.240
H (-2.564, 0.973, -1.603)  0.565
H (-1.794, 0.113, -0.243)  0.418
H (-4.292, -0.529, -1.245)  0.399
H (-2.606, -3.294, -0.622)  0.384
H (-2.217, -1.895, 0.007)  0.287
O (-1.636, 4.861, -5.174)  -0.649
S (-0.531, 5.183, -6.024)  1.292
O (-0.010, 4.207, -6.928)  -0.622
O (0.628, 5.809, -5.165)  -0.276
C (1.149, 5.057, -4.022)  -0.168
C (2.017, 3.882, -4.377)  -1.039
C (-0.915, 6.638, -6.944)  -0.969
H (0.324, 4.730, -3.389)  0.251
H (1.735, 5.776, -3.453)  0.238
H (1.446, 3.102, -4.876)  0.251
H (2.409, 3.458, -3.454)  0.384
H (2.841, 4.159, -5.039)  0.347
H (-1.296, 7.396, -6.265)  0.300
H (-1.674, 6.362, -7.672)  0.366
H (-0.016, 6.978, -7.449)  0.305
O (3.794, -5.103, -0.646)  -0.438
S (4.775, -6.033, -0.192)  1.129
O (6.159, -5.832, -0.496)  -0.660
O (4.344, -7.493, -0.663)  -0.339
C (4.083, -7.685, -2.068)  -0.247
C (5.344, -7.712, -2.908)  -1.075
C (4.591, -6.280, 1.536)  -0.607
H (3.388, -6.918, -2.414)  0.261
H (3.571, -8.643, -2.128)  0.290
H (5.846, -6.746, -2.904)  0.301
H (5.096, -7.962, -3.940)  0.400
H (6.047, -8.450, -2.521)  0.270
H (3.540, -6.457, 1.751)  0.112
H (4.932, -5.365, 2.019)  0.273
H (5.210, -7.121, 1.838)  0.353
O (5.445, -2.599, 3.593)  -0.703
S (5.276, -1.297, 3.014)  1.246
O (4.783, -1.160, 1.686)  -0.480
O (6.648, -0.504, 3.154)  -0.298
C (7.831, -1.124, 2.606)  -0.337
C (7.874, -1.079, 1.091)  -0.927
C (4.318, -0.285, 4.085)  -1.027
H (7.909, -2.147, 2.978)  0.309
H (8.661, -0.558, 3.024)  0.270
H (7.083, -1.681, 0.650)  0.241
H (8.831, -1.465, 0.738)  0.384
H (7.747, -0.058, 0.734)  0.270
H (4.709, -0.365, 5.095)  0.342
H (3.298, -0.659, 4.037)  0.376
H (4.359, 0.738, 3.723)  0.331
O (-3.902, -6.647, -2.453)  -0.588
S (-3.981, -6.910, -3.858)  1.394
O (-2.804, -7.289, -4.575)  -0.657
O (-4.685, -5.698, -4.581)  -0.328
C (-4.143, -4.361, -4.366)  -0.265
C (-2.833, -4.133, -5.089)  -1.029
C (-5.237, -8.103, -4.168)  -1.095
H (-4.042, -4.174, -3.297)  0.316
H (-4.902, -3.681, -4.746)  0.274
H (-2.040, -4.762, -4.690)  0.232
H (-2.529, -3.093, -4.971)  0.382
H (-2.934, -4.363, -6.151)  0.340
H (-6.141, -7.810, -3.642)  0.304
H (-4.868, -9.055, -3.793)  0.375
H (-5.405, -8.160, -5.240)  0.351
O (-0.798, -4.827, 2.275)  -0.635
S (-0.377, -6.191, 2.267)  1.167
O (0.941, -6.538, 1.832)  -0.546
O (-1.441, -7.062, 1.486)  -0.280
C (-1.806, -6.672, 0.131)  0.076
C (-0.717, -6.970, -0.878)  -0.772
C (-0.645, -6.902, 3.855)  -1.051
H (-2.090, -5.620, 0.116)  0.023
H (-2.696, -7.251, -0.097)  0.169
H (0.169, -6.359, -0.705)  0.179
H (-1.085, -6.761, -1.882)  0.311
H (-0.413, -8.016, -0.817)  0.287
H (-1.653, -6.664, 4.182)  0.350
H (0.088, -6.459, 4.526)  0.371
H (-0.494, -7.975, 3.789)  0.321
O (0.289, 6.809, 2.038)  -0.566
S (0.117, 6.807, 0.615)  1.197
O (1.256, 6.892, -0.243)  -0.609
O (-0.905, 7.974, 0.244)  -0.321
C (-0.592, 9.304, 0.703)  -0.223
C (0.534, 9.951, -0.079)  -1.042
C (-0.872, 5.440, 0.123)  -0.968
H (-0.371, 9.278, 1.772)  0.240
H (-1.513, 9.869, 0.572)  0.272
H (1.478, 9.432, 0.078)  0.301
H (0.657, 10.987, 0.239)  0.398
H (0.320, 9.928, -1.148)  0.261
H (-1.751, 5.393, 0.759)  0.377
H (-0.264, 4.542, 0.240)  0.356
H (-1.146, 5.566, -0.921)  0.311
O (-5.862, -1.210, 1.105)  -0.572
S (-6.616, -0.143, 1.676)  1.261
O (-6.264, 1.217, 1.411)  -0.628
O (-6.701, -0.367, 3.247)  -0.327
C (-5.449, -0.534, 3.954)  -0.305
C (-4.673, 0.759, 4.103)  -0.974
C (-8.328, -0.359, 1.326)  -1.038
H (-4.854, -1.301, 3.455)  0.329
H (-5.731, -0.920, 4.931)  0.264
H (-4.335, 1.135, 3.139)  0.279
H (-3.796, 0.592, 4.728)  0.385
H (-5.296, 1.529, 4.558)  0.266
H (-8.608, -1.384, 1.554)  0.304
H (-8.458, -0.155, 0.266)  0.371
H (-8.900, 0.348, 1.920)  0.347
O (-0.318, 10.714, 5.258)  -0.643
S (0.583, 10.164, 6.225)  1.249
O (1.949, 9.932, 5.881)  -0.602
O (-0.052, 8.846, 6.828)  -0.251
C (-0.455, 7.797, 5.908)  -0.357
C (0.708, 7.029, 5.321)  -0.981
C (0.525, 11.124, 7.699)  -0.979
H (-1.082, 8.227, 5.127)  0.328
H (-1.081, 7.136, 6.503)  0.256
H (1.317, 7.657, 4.675)  0.290
H (0.336, 6.201, 4.721)  0.381
H (1.353, 6.641, 6.110)  0.312
H (-0.513, 11.283, 7.977)  0.311
H (1.010, 12.071, 7.477)  0.371
H (1.067, 10.597, 8.479)  0.313